1.
This record from the OMol25 dataset describes an isolated ion of composition C9H15O3PSi and charge -2 at a distorted geometry. The level of theory is the ωB97M-V functional and the def2-TZVPD basis.

Last column: natural (NBO) charge in e.
Element x y z (Å)
C  0.510955  -3.038173  -1.101858  -0.5298
C  -2.389204  -0.837580  2.894674  -0.5316
C  1.774847  0.426120  -3.105271  -0.5237
C  1.180292  -2.178425  -0.325333  -0.1358
C  -1.689905  0.227711  2.511503  -0.1099
C  1.014495  1.089414  -2.244451  -0.1198
C  0.660119  -1.502698  0.831322  -0.7893
C  -1.557446  0.727410  1.144742  -0.8905
C  -0.116219  0.525504  -1.490877  -0.9006
O  2.119733  3.215408  0.095169  -1.2196
O  0.522911  3.241937  2.092736  -1.2217
O  -0.408732  3.290001  -0.285069  -1.2026
Si  0.300464  0.643605  0.431156  0.9517
P  0.742477  2.948703  0.633855  2.2288
H  0.931680  -3.458970  -2.004743  0.1726
H  -0.500381  -3.327162  -0.871737  0.1716
H  -2.409994  -1.184771  3.917930  0.1668
H  -2.956357  -1.428903  2.188878  0.1668
H  2.625621  0.878866  -3.597313  0.1699
H  1.598906  -0.617157  -3.332075  0.1637
H  2.197289  -1.915477  -0.602865  0.1872
H  -1.134583  0.787107  3.255230  0.2039
H  1.229404  2.125296  -2.008241  0.2466
H  1.363940  -1.456217  1.653244  0.2117
H  -0.295852  -1.883894  1.169705  0.2082
H  -1.710549  1.805225  1.122545  0.2867
H  -2.270016  0.234850  0.477575  0.1891
H  -0.341342  -0.496202  -1.810320  0.1993
H  -0.992553  1.158473  -1.640110  0.2502

Force components x, y, z for each atom (eV/Å):
C 0.3 -0.1 -0.1
C -0.1 -0.3 0.2
C 0.4 -0.2 -0.4
C 0.2 -0.4 -0.5
C 0.0 0.1 0.0
C -0.1 0.2 -0.1
C -0.2 2.1 0.3
C 0.4 -0.2 -0.2
C -0.1 -0.3 0.5
O 0.3 -0.1 -0.3
O -0.2 -0.2 0.5
O -0.3 -0.4 -0.2
Si -1.7 -1.5 -0.7
P 1.0 1.1 0.6
H 0.1 0.0 -0.1
H -0.3 0.0 0.1
H 0.1 0.0 0.2
H -0.1 0.0 -0.2
H 0.1 0.2 0.0
H -0.1 -0.2 0.0
H 0.1 0.0 -0.1
H 0.1 0.1 0.2
H 0.1 0.1 0.0
H 0.2 -0.1 0.2
H -0.2 0.0 0.1
H 0.0 0.1 -0.1
H 0.0 -0.1 -0.1
H 0.0 0.0 0.0
H 0.0 0.1 0.2

- ΔE to the lowest compared entry with this formula, charge and spin: 20.52 kJ/mol
- Frontier orbital gap: 0.2236 hartree
- Net charge: -2
- E: -32885.3259 eV
- LUMO level: 0.2097 hartree

2.
This record from the OMol25 dataset describes C9H15O7Rb2 as an isolated structure at a distorted geometry. The level of theory is the ωB97M-V functional and the def2-TZVPD basis.

Last column: natural (NBO) charge in e.
Element x y z (Å)
Rb  -7.902175  1.826973  -0.411155  0.9902
Rb  -4.189465  6.916888  1.132531  0.9504
C  -1.490567  2.282497  0.986109  -0.2450
O  -2.930394  2.375837  0.928033  -1.0200
H  -0.998183  3.193429  0.645738  0.1005
H  -1.094766  2.173377  1.995827  0.1138
H  -1.029772  1.457391  0.443004  0.1111
C  -0.737601  -3.068251  4.221840  -0.6391
C  0.521483  -2.735887  5.110622  0.0656
C  1.603897  -2.042915  4.312776  -0.0960
O  2.075713  -1.139485  5.330623  -0.4902
C  1.125620  -0.898943  6.243283  0.9672
O  1.237995  -0.103792  7.207758  -0.6079
O  0.165258  -1.740713  6.116008  -0.4742
H  -1.546871  -2.986665  4.947461  0.2336
H  -0.814050  -4.109994  3.910356  0.2227
H  -0.906398  -2.383122  3.391065  0.2194
H  0.849813  -3.663479  5.579529  0.1983
H  1.294375  -1.486739  3.427922  0.1942
H  2.356962  -2.787131  4.053688  0.2059
C  1.210832  -0.804387  -4.818664  -0.6299
C  0.512593  0.295588  -5.602607  0.0614
C  0.366153  1.606098  -4.733336  -0.0868
O  0.978943  2.552927  -5.573072  -0.4725
C  1.675076  2.042284  -6.525540  0.9711
O  2.242230  2.679146  -7.446539  -0.5877
O  1.446689  0.668745  -6.570604  -0.4948
H  0.530442  -1.474026  -4.292589  0.2138
H  1.958812  -0.406287  -4.132988  0.2124
H  1.707776  -1.519713  -5.473987  0.2342
H  -0.394480  -0.081017  -6.075343  0.1875
H  0.862346  1.538276  -3.765189  0.1949
H  -0.688285  1.823087  -4.562561  0.1961

Force components x, y, z for each atom (eV/Å):
Rb 0.3 -0.2 0.1
Rb 0.3 -0.4 0.1
C -2.1 0.6 0.3
O 1.5 0.1 -0.1
H 0.2 0.4 -0.5
H -0.1 -0.2 0.7
H -0.2 -0.4 -0.5
C 0.2 0.0 1.8
C -2.1 -0.2 -2.1
C 0.2 -0.3 1.4
O 1.3 0.9 -0.8
C 2.4 3.0 4.2
O -0.4 -2.2 -3.7
O -2.2 -2.2 -0.8
H -0.4 0.2 -0.2
H 0.6 0.1 -0.2
H 0.2 0.0 0.1
H 0.2 0.3 0.4
H -0.2 0.0 0.1
H 0.3 0.4 0.0
C -0.4 -1.1 0.2
C 1.0 -0.5 2.0
C -0.8 -1.7 -0.7
O -0.6 2.2 2.0
C 1.2 0.0 -5.9
O -1.5 -2.5 3.9
O 1.1 1.9 -1.1
H -0.3 0.4 0.5
H -0.1 0.0 0.0
H 0.2 0.4 -0.4
H -0.1 0.4 0.0
H 0.2 0.0 -0.2
H 0.1 0.5 -0.1

- ΔE to the lowest compared entry with this formula, charge and spin: 420.60 kJ/mol
- Frontier orbital gap: 0.1217 hartree
- Net charge: +1
- E: -25209.6368 eV
- LUMO level: -0.1621 hartree

3.
This record from the OMol25 dataset describes C9H16AlAuClNO as an isolated structure at a distorted geometry. The level of theory is the ωB97M-V functional and the def2-TZVPD basis.

Last column: natural (NBO) charge in e.
Element x y z (Å)
Al  0.979282  0.790400  -4.442848  1.6998
Cl  0.980878  2.205835  -2.895222  -0.5540
C  -0.704625  0.560106  -5.430677  -1.2954
C  2.667527  -0.163534  -4.770240  -1.2950
H  -0.628039  -0.194590  -6.225599  0.2271
H  -1.506789  0.255910  -4.746183  0.2521
H  -1.013706  1.508739  -5.888969  0.2361
H  2.591652  -0.885782  -5.594436  0.2272
H  2.976732  -0.705890  -3.867480  0.2513
H  3.469296  0.546689  -5.010452  0.2356
Au  0.115739  0.348349  0.078133  0.7621
C  -1.461187  1.656181  -0.460030  -0.8745
C  -0.378020  -1.482312  0.761481  -0.8145
H  -1.931868  1.151184  -1.304324  0.1776
H  -2.171532  1.746696  0.361191  0.2014
H  -1.049292  2.618561  -0.745693  0.1890
H  0.378053  -2.166485  1.122895  0.1468
H  -1.430547  -1.771489  0.753016  0.1470
O  0.094189  1.311932  2.015527  -0.7788
N  -0.070532  0.338570  3.004900  -0.0739
C  -1.331141  0.124091  3.521280  -0.1753
C  -1.407982  -0.609939  4.702921  -0.2016
C  -0.262006  -1.267693  5.182391  -0.3379
C  0.953947  -1.107402  4.544443  -0.3321
C  1.042499  -0.279858  3.424148  0.0137
H  -2.108201  -0.096280  2.771966  0.1847
H  -2.345016  -0.784132  5.252500  0.1926
H  -0.352332  -1.899503  6.072161  0.1854
H  1.873769  -1.588867  4.890275  0.1948
H  2.029259  -0.159477  2.922933  0.2087

Force components x, y, z for each atom (eV/Å):
Al -0.1 -0.4 0.0
Cl 0.1 0.3 -0.1
C 0.2 0.0 -0.1
C -0.2 0.0 -0.1
H 0.0 0.2 0.2
H 0.1 0.1 -0.1
H 0.0 -0.1 0.1
H 0.0 0.1 0.2
H -0.1 0.1 -0.1
H -0.1 -0.1 0.0
Au -0.3 -0.4 -1.2
C -0.5 -0.2 -0.6
C -0.1 -0.7 -0.8
H 0.0 0.2 -0.1
H 0.3 0.0 0.1
H 0.1 0.1 0.0
H -0.2 -0.3 0.2
H 0.3 -0.2 0.2
O -0.2 0.3 2.6
N 1.7 1.6 -2.0
C -1.4 -0.9 0.1
C 1.1 -1.0 0.5
C -2.2 0.2 1.5
C 2.0 0.7 -1.6
C 0.6 -1.3 1.7
H 0.0 0.9 0.2
H 0.2 0.1 -0.7
H 0.1 0.3 -0.2
H -0.4 0.0 -0.1
H -1.3 0.3 0.1

- ΔE to the lowest compared entry with this formula, charge and spin: 93.83 kJ/mol
- Frontier orbital gap (spin up / spin down): 0.1268 / 0.1883 hartree
- Expectation value of S²: 3.790
- Net charge: -1
- E: -35936.3015 eV
- 2S+1: 4
- LUMO level (spin up / spin down): 0.0824 / 0.0823 hartree

4.
This record from the OMol25 dataset describes a 2-piece molecular cluster, C9H16BNO3 overall at a distorted geometry. The level of theory is the ωB97M-V functional and the def2-TZVPD basis.

Last column: natural (NBO) charge in e.
Element x y z (Å)
B  0.120747  -1.839902  0.086574  0.9288
C  -3.912117  -0.781277  1.392512  -0.1235
C  -4.101903  -1.025602  0.108591  0.0248
C  -3.441600  0.921483  0.318467  0.3308
C  1.874827  -0.455195  0.074304  0.2554
C  0.603948  0.316108  -0.532519  0.2390
C  3.157900  -0.896368  -0.855953  -0.6286
C  2.385920  0.266309  1.325390  -0.6482
C  0.843709  0.968002  -1.881736  -0.6414
C  0.083160  1.505277  0.341276  -0.6390
N  -3.414880  0.471346  1.546209  -0.4747
O  1.332627  -1.716986  0.615828  -0.6918
O  -0.322322  -0.710475  -0.602642  -0.6933
O  -3.832593  0.109393  -0.615741  -0.3844
H  -3.757162  -1.500464  2.275204  0.2251
H  -4.445754  -1.970886  -0.387278  0.2173
H  -0.462395  -2.732372  0.255121  -0.1116
H  -3.226250  1.951952  0.023343  0.1874
H  2.906643  -1.480644  -1.815919  0.2158
H  3.773603  -1.562004  -0.297465  0.2222
H  3.651078  0.077785  -1.135280  0.2127
H  3.182127  -0.392347  1.805417  0.2211
H  1.532105  0.350538  1.970051  0.2218
H  2.888609  1.250956  1.261777  0.2171
H  1.192535  0.341537  -2.742923  0.2199
H  1.396124  1.945916  -1.821557  0.2162
H  -0.099480  1.360092  -2.254693  0.2197
H  -0.566552  1.022572  1.088313  0.2345
H  -0.317462  2.290710  -0.262809  0.2124
H  0.974811  1.914556  0.718151  0.2146

Force components x, y, z for each atom (eV/Å):
B 0.3 3.1 -0.9
C 1.7 -2.2 3.0
C -1.4 -2.8 -2.0
C 1.0 2.9 1.8
C 1.9 -0.1 0.2
C 1.7 0.9 -0.4
C -2.6 1.6 -1.3
C 2.0 -1.0 0.5
C 0.2 0.6 -1.7
C 0.2 -2.4 -0.2
N -0.1 1.7 -1.2
O 1.2 1.1 -0.5
O -1.3 -1.6 -0.2
O -0.7 -1.7 -0.2
H -1.0 1.0 -1.7
H 0.5 1.5 0.2
H -2.1 -2.8 0.3
H 0.1 -0.5 0.1
H -0.1 1.1 1.4
H 0.6 -0.1 0.7
H -0.1 -1.2 0.2
H -1.2 0.6 -0.4
H -0.1 0.1 0.7
H -0.5 -0.4 -0.6
H 0.2 0.3 1.1
H 0.2 -1.2 0.2
H -0.5 -0.3 0.1
H 0.1 1.0 0.0
H -1.0 0.1 -0.3
H 0.7 0.8 1.1

- ΔE to the lowest compared entry with this formula, charge and spin: 14.39 kJ/mol
- Frontier orbital gap: 0.3734 hartree
- Net charge: 0
- E: -17901.5615 eV
- LUMO level: 0.0270 hartree